[1]
Here is one molecule with the formula C3H4O3 from the OMol25 dataset. Energies are from ωB97M-V/def2-TZVPD.

Element x y z (Å)
O 0.97588 1.61909 -0.53869
C 1.34070 0.54829 -0.13019
C 0.48199 -0.68690 -0.12240
O -0.78023 -0.45022 -0.72297
C -1.64568 0.16496 0.09995
O -1.44466 0.44539 1.24913
H 2.35955 0.38865 0.26646
H 0.96928 -1.45561 -0.72211
H 0.36110 -1.03947 0.90605
H -2.62227 0.46506 -0.27144

Force components x, y, z for each atom (eV/Å):
O 0.18 -0.43 0.17
C -0.12 0.51 -0.13
C -0.04 -0.12 -0.09
O -0.66 0.19 0.13
C -0.32 0.68 0.95
O 0.70 -0.32 0.19
H 0.07 0.04 0.03
H 0.02 -0.06 0.04
H 0.12 0.00 -0.06
H 0.05 -0.49 -1.23

Summary:
Structure (SMILES): O=CCOC=O
Lowest unoccupied orbital energy, eV: 0.86
Total charge: 0
HOMO-LUMO gap, eV: 11.23
ΔE to the lowest compared entry with this formula, charge and spin, kJ/mol: 116.7

Atomic partial charges in e from the natural (NBO) method, atoms 1 to 4:
1. O -0.4939
2. C 0.4170
3. C -0.2009
4. O -0.4830

---

[2]
Here is an isolated ion of composition C10H10NO3S and charge -1 from the OMol25 dataset. Energies are from ωB97M-V/def2-TZVPD.

Element x y z (Å)
C 3.42970 -1.76262 0.14133
C 3.61005 -0.64319 -0.67948
C 2.16480 -2.11648 0.54134
C 2.45410 0.16217 -1.01656
C -0.25105 -1.66579 0.79035
C 0.99179 -1.46090 0.19381
C 1.16108 -0.27677 -0.63711
C -1.07068 0.43418 -0.89346
C -2.97340 1.28087 0.50608
C -2.06350 1.59259 -0.71246
N 0.17458 0.69234 -0.84543
O -2.85545 -1.64290 0.52525
O -1.55521 -0.77583 -1.30308
O -1.60837 -3.22710 -0.92357
S -1.66229 -1.93242 -0.16408
H 4.15798 -2.42049 0.58868
H 4.66595 -0.47924 -0.84459
H 2.20888 -3.00222 1.17502
H 2.46857 1.05725 -1.59043
H -0.24320 -2.23072 1.72482
H -2.27686 1.09824 1.45578
H -3.52455 0.29361 0.38526
H -3.51812 2.18343 0.65484
H -1.38713 2.57213 -0.64217
H -2.73977 1.61355 -1.70262

Force components x, y, z for each atom (eV/Å):
C -1.25 0.66 -0.27
C -0.82 0.31 0.46
C 0.49 -1.06 0.55
C 0.98 -2.90 0.79
C -2.02 -0.50 0.54
C 0.35 2.15 -1.34
C 1.44 0.15 -0.22
C 0.97 1.72 -0.16
C 2.30 -1.21 1.12
C 0.21 -0.22 -1.89
N -0.40 -0.38 0.67
O -2.03 -0.27 1.36
O -0.12 -0.52 -0.29
O -0.54 2.86 1.19
S 3.18 -3.38 -1.30
H 0.90 0.36 -0.51
H -0.12 0.95 -0.74
H -0.94 0.11 0.08
H 0.44 0.63 -0.26
H -0.46 -0.12 -0.36
H -1.42 0.47 -1.93
H 0.37 1.78 0.02
H -1.11 0.31 0.46
H -1.77 -2.14 -0.01
H 1.39 0.24 2.06

Summary:
Lowest unoccupied orbital energy, eV: 3.59
Total charge: -1
HOMO-LUMO gap, eV: 6.79
ΔE to the lowest compared entry with this formula, charge and spin, kJ/mol: 199.8

Atomic partial charges in e from the natural (NBO) method, atoms 1 to 4:
1. C -0.2288
2. C -0.2931
3. C -0.2301
4. C -0.2023

---

[3]
Here is one molecule with the formula C14H24N2O2 from the OMol25 dataset. Energies are from ωB97M-V/def2-TZVPD.

Element x y z (Å)
C 0.99091 -2.45619 -1.35332
C 0.64108 -1.40570 -2.49248
C 1.64450 -1.51507 -3.65119
C -0.74531 -1.72571 -3.08963
C 0.66060 0.04716 -2.00481
C -0.22532 0.40114 -0.80187
C 0.06362 1.84978 -0.29284
C -0.93683 2.36250 0.75922
C -0.77692 1.86554 2.18891
C -1.38630 0.47480 2.42581
C -0.88815 -0.52723 3.23280
C -1.79656 -1.63171 3.25873
O -1.78342 -2.58890 3.99607
N -2.77877 -1.31501 2.34459
O -2.56452 0.03979 1.87522
C 0.67960 2.01745 2.63671
C 1.63103 1.40772 1.62772
N 1.41618 2.01858 0.31695
H 1.19639 -3.50069 -1.74572
H 1.84367 -2.14709 -0.80053
H 0.16317 -2.63197 -0.66731
H 1.40770 -0.87501 -4.48525
H 1.60301 -2.54369 -4.03823
H 2.67413 -1.28823 -3.31072
H -0.75222 -2.72174 -3.47786
H -0.99201 -1.03865 -3.92548
H -1.54236 -1.58570 -2.33396
H 1.69777 0.20386 -1.69611
H 0.40896 0.68404 -2.85077
H -0.05292 -0.34652 0.00596
H -1.27697 0.36803 -1.12120
H -0.02208 2.47951 -1.16988
H -0.86975 3.44530 0.72926
H -1.93583 2.12430 0.39171
H -1.37593 2.53939 2.84531
H 0.02631 -0.53226 3.82771
H -3.65818 -1.56889 2.59215
H 0.93371 3.09776 2.73971
H 0.88900 1.58258 3.62257
H 2.65054 1.60794 1.95162
H 1.48429 0.31420 1.55350
H 1.65420 3.01462 0.38693

Force components x, y, z for each atom (eV/Å):
C -0.86 -0.68 -1.64
C -0.63 -0.70 -0.16
C 0.54 -0.86 0.72
C -0.22 1.12 0.49
C 0.47 -0.55 0.97
C 0.48 0.17 0.24
C 0.42 -0.81 1.63
C -0.92 -0.22 -1.22
C -1.13 0.06 0.42
C 1.42 -2.28 1.62
C 0.85 1.86 -0.70
C 0.47 0.65 0.68
O -0.38 -0.83 -0.10
N 3.86 1.47 -1.53
O -0.69 -0.12 0.18
C 0.32 -0.24 0.71
C -0.65 0.06 -0.49
N 0.60 -0.01 -1.19
H -0.07 1.29 0.00
H 0.85 0.33 0.55
H -0.13 0.40 0.10
H -0.20 0.49 -0.18
H 0.27 0.18 0.08
H -0.43 -0.18 -0.21
H -0.23 -0.76 -0.17
H 0.25 -0.27 0.36
H 0.32 -0.34 -0.32
H 0.04 0.52 -0.14
H 0.13 0.22 -0.09
H -0.32 0.47 -0.42
H 0.13 -0.06 0.37
H 0.25 0.35 -0.12
H 0.06 0.27 0.29
H -0.27 0.06 0.15
H 0.14 -0.38 -0.45
H -0.42 0.17 -0.34
H -3.60 -0.09 0.44
H -0.39 -0.56 -0.18
H -0.38 0.06 -0.04
H 0.15 -0.16 -0.17
H 0.13 0.43 0.04
H -0.24 -0.55 -0.22

Summary:
Structure (SMILES): CC(C)(C)CC[C@H]1C[C@@H](c2cc(=O)[nH]o2)CCN1
Lowest unoccupied orbital energy, eV: 0.60
Total charge: 0
HOMO-LUMO gap, eV: 9.26
ΔE to the lowest compared entry with this formula, charge and spin, kJ/mol: 351.4

Atomic partial charges in e from the natural (NBO) method, atoms 1 to 4:
1. C -0.6189
2. C -0.0333
3. C -0.6026
4. C -0.6122

---

| no. | E_tot (eV) |
| --- | --- |
| 1 | -9317.49143 |
| 2 | -28998.94225 |
| 3 | -21980.88056 |